(1)
90
Properties=species:S:1:pos:R:3 method="wB97M-V/def2-TZVPD" largest_force_ev_per_a=4.12 lumo_ev=1.69 homo_lumo_gap_ev=5.64 charge=-1
H -2.8463 -3.6650 -7.9201
H -8.8383 -1.9055 -4.7501
H 0.5112 2.1751 0.3435
H 9.1309 -3.8038 -0.3039
H 3.5034 -2.0452 6.9893
Cl 4.5036 -2.3278 3.4830
H -4.6652 -1.6605 -6.4510
C 2.2490 3.2990 -0.7361
H -4.2626 1.7038 1.4988
H 2.0372 0.1453 0.3256
H -5.4251 -0.0450 -0.1659
H -4.6137 -3.7055 -7.9633
C -4.6256 0.6927 -0.5346
H -1.2405 3.1986 -4.9221
H 1.7105 -1.3678 -0.6571
H -0.2511 4.2762 8.0329
H 0.4010 -0.0535 -0.6209
Cl -0.1545 -0.2741 3.1240
C -4.2130 0.6828 -2.0263
H 4.7043 -1.5085 -0.1191
H 3.4146 0.1751 -1.7974
H 5.0007 -0.0060 6.7325
C -1.6115 -1.2395 2.7730
C -8.3095 -1.0851 -4.2621
Cl -2.2372 3.9138 6.8097
H -0.5367 4.0308 -1.2021
H -0.6034 -2.5231 1.3437
Cl -2.3415 -1.4356 -6.1287
Cl -1.5878 -0.7973 0.0722
C 1.5243 -0.2228 -0.6398
Cl -0.8658 1.5684 8.8796
Cl 3.5678 -0.9646 9.0684
H 3.7798 -0.1614 5.4635
H 2.0771 2.4630 1.3520
Cl -6.7116 -0.9223 -5.0308
C -3.9244 1.7272 0.3969
C -3.8221 -2.3517 -6.4961
C 4.1270 -2.4083 1.7427
C -8.2035 -1.3000 -2.7655
H 1.0655 2.1597 -5.1939
Cl -3.7625 -1.9062 -9.2005
H 1.9944 4.3973 -0.9787
H 4.4301 -3.3990 1.3994
C -2.8207 2.6945 -0.0945
H -0.5899 1.1036 -3.5894
H 0.9187 2.0940 7.4533
C -3.0906 1.6635 -2.5275
H 1.8911 -0.1909 -2.8346
C -0.5068 3.6726 7.1606
H 3.0450 -2.3243 1.6267
C 3.1969 -1.0533 7.3274
C -1.1815 3.6496 -2.0629
H -7.5858 -0.5340 -2.2926
H -3.9431 -3.0883 -5.6992
H 2.1154 -0.9719 7.2071
H 0.0465 4.0614 6.3032
H -2.3693 -2.6218 1.3141
C 1.3667 2.8970 0.5478
C 2.2877 0.3766 -1.9141
H -2.8340 1.6040 -3.6327
C -2.3619 2.6635 -1.5752
H -2.3706 3.4199 0.6718
H 7.9062 -2.2126 -1.8657
H -4.7209 -0.0736 -2.7243
C -0.1637 2.2122 7.3731
H 5.9309 -1.3596 1.1456
C 8.0740 -3.9280 -0.5489
C 4.8573 -1.3438 0.9497
H 0.9041 3.8311 1.0377
Cl -7.5139 -2.8927 -2.3622
Cl 6.1248 -3.6450 -2.4522
Nb 0.1043 2.7995 -3.7475
P 2.0551 2.2139 -2.2582
H 8.4594 -3.6983 -2.6484
C 3.9282 0.0086 6.5317
H 0.7950 4.4638 -4.1533
H -8.8538 -0.1607 -4.4659
Cl 7.1462 -3.1646 0.7669
Cl 4.2551 0.2934 1.3110
H -0.5134 1.5930 6.5451
H 3.3634 3.3034 -0.4240
C -1.5230 -1.9412 1.4327
H 7.8481 -4.9955 -0.5476
H -9.1972 -1.2624 -2.3150
H -1.7017 -1.9777 3.5727
Cl 3.3230 1.6476 6.8818
C 7.7800 -3.2962 -1.8945
H -2.4769 -0.5764 2.8222
C -3.7464 -3.0537 -7.8372
H -1.7367 4.5765 -2.4792

***

(2)
139
Properties=species:S:1:pos:R:3 method="wB97M-V/def2-TZVPD" largest_force_ev_per_a=7.08 lumo_ev=-4.37 homo_lumo_gap_ev=4.91 charge=+1
H -7.5727 -3.4347 7.2653
H -1.6325 -3.9174 2.4964
C 2.4116 -1.8311 0.9646
N 4.8563 -2.8858 4.8464
C -6.4392 5.4301 0.4511
C 2.5203 8.7770 -4.3238
C 3.6876 7.1780 -2.9790
N 1.5995 -4.0493 -8.6763
H -9.1867 -6.3434 6.9132
O -0.6542 -1.4133 1.1354
N 1.9064 8.4792 -2.0149
H -3.0757 4.6271 0.6995
O -0.0338 1.0009 2.0568
H -12.1726 -6.8712 3.0822
H 2.1864 -0.9567 -4.0433
H -4.8794 2.0591 -1.8430
H -6.7324 -5.3734 5.9358
C -5.6406 -4.1065 4.5853
F 5.4865 -0.3961 -0.6373
C -4.2009 4.6041 0.4614
H 2.2255 -4.3208 6.4041
H -1.0794 -1.9283 -4.6422
H 3.5343 -1.0672 -7.1297
H 3.5423 -2.0804 0.8903
O 1.5038 -1.6358 -3.8001
C 4.0507 -3.7223 7.3853
H -2.6249 -0.9172 1.9747
H 6.6166 -2.2894 5.7245
H -2.1810 -0.8991 -3.5936
H 4.1286 7.5482 -5.0516
H -4.6550 1.4324 -0.1255
O 1.9564 3.3866 -0.4599
H -4.6157 6.7581 1.4942
C -11.1238 -7.0556 6.2859
C 3.2254 -1.1067 -1.2166
H 3.2301 -1.2404 -9.6016
C 3.1931 3.5937 -0.4924
C 1.7772 -3.9370 -7.3502
F 2.9162 1.6559 -2.5788
H -5.4199 -0.8629 4.5934
C 3.6535 -3.4472 5.0555
H 4.3727 -1.1161 3.0282
H -7.3602 6.0806 0.6044
N -2.0730 2.5287 2.6002
N -4.9282 3.5620 -0.2528
N -0.0221 -2.7394 -0.7225
C 9.1430 3.0232 -5.1223
C 9.3647 4.3404 -5.4920
H -12.9562 -7.6547 5.3194
C 2.8668 7.5450 -1.9251
C 0.1160 0.7643 0.6378
C -11.9770 -7.2073 5.2024
H 4.4486 6.4181 -2.8481
H 1.9650 -3.1925 -10.5080
C 8.3341 2.7782 -4.0219
F 4.9616 -0.6049 -2.8266
H -2.2396 2.7417 0.0137
C 2.9926 -1.9019 -7.5626
C -4.3560 2.2932 -0.8451
C 3.2070 -3.8766 6.2943
C 3.5067 7.8089 -4.2019
C 0.4563 -1.3247 -0.9674
C 3.3932 -0.5122 2.9881
C -6.4628 -4.3585 5.6712
C 8.0590 5.1309 -3.7890
H 2.9667 7.0792 -0.9520
F 5.5644 3.1338 -0.7311
H -2.4875 -2.4392 0.8222
H 0.9722 9.8273 -3.2530
H -6.9014 -1.1287 6.5843
C -11.5431 -6.7711 3.9607
H 1.3445 -4.7366 -6.7568
H 9.9927 4.5834 -6.3432
H 2.3511 9.2885 -5.2632
H 3.7377 -4.0475 8.3716
F 4.3782 1.8313 0.7129
C -2.0562 -0.0888 -0.6468
C 5.6522 -2.7469 5.9203
C 4.1236 1.4171 -1.8149
H 7.6464 6.0019 -3.2896
H -2.6300 3.4101 -1.6873
O 3.3803 -2.3023 -1.6273
C 0.4952 -3.6150 -1.5183
F 5.1488 1.8349 -2.7592
H -5.2488 -4.9187 3.9810
C -1.9527 -1.7942 1.6237
H -0.0861 1.8016 0.1992
C -0.6576 -0.5283 -0.0182
H -1.6185 -2.6145 -2.9810
N 8.8394 5.3962 -4.8493
C 4.4110 -0.1257 -1.5695
H -8.5782 -5.6082 4.6062
H 8.1379 1.7608 -3.7002
O 3.6364 4.9648 -0.3935
H 2.1041 1.0376 0.7561
C -6.5577 -1.9945 6.0320
C -1.3326 -1.6605 -3.5406
N 1.5200 0.5157 0.0829
S 1.1709 -4.7097 -2.5902
H 1.2462 -1.0006 2.9592
H 2.5693 -2.8511 -5.6723
C 1.7535 9.0756 -3.2088
C -9.8782 -6.4762 6.0899
H 9.5916 2.2102 -5.6796
C 2.1248 -3.0778 -9.4409
C -1.9974 1.2253 -1.6309
H 3.3956 0.5430 3.4388
C -6.3200 4.0261 -0.2488
H -0.6700 -2.5712 3.3420
C -5.0080 5.8380 0.9540
C -1.2453 1.6716 2.3507
H -2.6210 0.9617 -2.5663
C -5.7341 -1.8465 4.9279
P 0.2953 -0.9024 -2.8513
H 1.3718 0.9154 -0.8787
C 7.7797 3.8509 -3.3379
H 1.8756 -2.8400 1.0068
C 5.2995 -3.1473 7.1988
N -5.2681 -2.8749 4.1987
C 2.8257 -1.9936 -8.9369
C 1.9152 -0.9053 -0.3006
H 3.2861 5.2369 0.5011
C -6.9279 -3.2779 6.4072
C -1.6986 -2.8221 2.8671
H -11.4266 -7.3860 7.2737
N -10.3444 -6.2058 3.7435
H 7.1449 3.6963 -2.4746
C 2.2227 -1.1238 2.3836
H -0.9237 1.5218 -1.9012
H -2.8210 0.2663 0.1534
C 2.4584 -2.8911 -6.7487
H -7.2335 3.4981 -0.6770
H -2.4998 -2.6738 3.6756
C -2.7699 2.5079 -0.9714
H -2.5858 -0.9846 -1.1602
H 5.9833 -3.0129 8.0275
H 3.0315 -3.5496 4.1715
C -9.5388 -6.0691 4.8096
C 4.3178 2.4170 -0.5776